No. 1
{
  "formula": "C14H10BrN3",
  "method": "ωB97M-V with the def2-TZVPD basis set",
  "species": ["Br", "N", "N", "C", "C", "C", "C", "C", "C", "C", "C", "C", "C", "C", "C", "C", "C", "N", "H", "H", "H", "H", "H", "H", "H", "H", "H", "H"],
  "xyz": [[-3.052175, -4.746593, 1.884811], [1.357486, 0.886646, -2.832072], [1.897766, 1.926645, -2.242312], [0.782417, -0.012115, -2.072995], [-3.354196, -1.413276, -0.747346], [-3.673366, -2.545778, 0.011747], [-2.075729, -0.827765, -0.688860], [-1.359795, -2.654628, 0.764149], [2.761929, 3.311439, 1.071871], [2.287291, 2.256307, 1.897404], [-2.652177, -3.171889, 0.779093], [-1.053729, -1.496792, 0.019839], [2.603730, 3.190990, -0.338765], [1.590548, 1.167408, 1.339239], [0.816067, 0.022172, -0.694596], [1.959202, 2.083937, -0.893154], [1.454227, 1.082720, -0.021377], [0.262153, -1.026152, 0.089355], [0.284552, -0.864299, -2.550655], [-4.090077, -0.928898, -1.376371], [-4.700226, -2.918752, 0.061483], [-1.877206, 0.107392, -1.229604], [-0.589189, -3.144804, 1.327036], [3.191479, 4.199771, 1.538907], [2.364943, 2.371445, 2.969294], [2.963631, 3.955935, -1.031002], [1.113923, 0.457089, 2.040566], [0.786523, -1.268156, 0.924316]],
  "atomic_forces_ev_per_a": [[0.262, 1.144, -0.826], [0.729, 2.130, 0.211], [0.410, 0.469, -1.047], [-0.958, -1.799, 1.307], [0.797, -0.004, 0.639], [0.391, -0.448, 0.481], [0.115, -0.727, -0.127], [-0.729, -0.060, -0.294], [-0.543, -0.853, -1.844], [-0.898, -0.273, -0.991], [-0.546, 0.618, -0.413], [-0.543, 0.195, 0.112], [0.636, 1.306, 1.770], [0.771, 1.245, 2.923], [-0.726, -0.981, 0.854], [-0.221, -1.447, 0.092], [-0.215, -0.286, -1.895], [0.327, 0.360, -0.365], [0.289, 0.393, -0.016], [-0.185, -0.093, 0.197], [0.465, 0.044, -0.174], [-0.022, -0.554, 0.255], [0.299, -0.148, 0.150], [0.032, -0.321, -0.360], [0.031, -0.176, 0.049], [-0.076, -0.183, 0.317], [0.415, 0.369, -0.642], [-0.307, 0.079, -0.366]],
  "nbo_charge": [0.04, -0.17, -0.20, -0.06, -0.17, -0.29, -0.28, -0.31, -0.21, -0.18, 0.00, 0.19, -0.17, -0.22, 0.17, 0.09, -0.04, -0.60, 0.21, 0.22, 0.23, 0.23, 0.22, 0.23, 0.22, 0.24, 0.22, 0.40],
  "smiles": "Brc1cccc(Nc2cnnc3ccccc23)c1",
  "energy_ha": -3277.73923,
  "gap_ev": 7.60,
  "homo_ev": -8.232,
  "e_above_lowest_kcal_mol": 35.6
}

***

No. 2
{
  "formula": "C14H10Cl2N4",
  "method": "ωB97M-V with the def2-TZVPD basis set",
  "species": ["Cl", "Cl", "N", "N", "C", "C", "C", "C", "C", "C", "C", "C", "C", "C", "C", "C", "C", "C", "N", "N", "H", "H", "H", "H", "H", "H", "H", "H", "H", "H"],
  "xyz": [[1.351570, -2.667365, 1.408103], [1.221350, 2.744398, 1.660207], [-1.568845, -0.930891, -3.772375], [-1.975522, 0.608241, 0.012420], [-0.966227, 0.537237, 0.852049], [-2.658907, -0.324657, -3.358064], [3.788779, 0.059990, 3.082948], [3.224259, -1.141273, 2.652941], [3.140702, 1.255448, 2.826477], [2.034225, -1.173955, 1.904666], [1.939522, 1.229850, 2.073419], [1.408060, 0.029741, 1.548764], [0.300601, 0.068650, 0.583730], [-2.826764, 0.203509, -2.115973], [-0.498423, -0.961887, -2.931230], [0.507782, -0.415018, -0.732256], [-1.760876, 0.114058, -1.220784], [-0.573709, -0.467856, -1.638867], [-1.411996, 0.915360, 2.104039], [-3.670165, -0.261839, -4.249685], [4.738494, 0.040956, 3.617765], [3.690236, -2.059121, 2.991654], [3.554325, 2.191365, 3.233755], [-3.807632, 0.582378, -1.811713], [0.411249, -1.425179, -3.324407], [1.486475, -0.803121, -1.048703], [-0.675277, 1.295770, 2.663834], [-2.262303, 1.479168, 1.975631], [-4.560990, 0.167213, -3.948770], [-3.579993, -0.891172, -5.039576]],
  "atomic_forces_ev_per_a": [[0.041, -0.366, 0.030], [-0.002, 0.235, -0.037], [3.782, -0.886, 0.500], [0.858, -0.338, -0.714], [-3.157, 0.680, 1.204], [-1.116, 0.324, 0.314], [-0.360, -0.268, -0.241], [-0.392, -0.213, 0.121], [-0.663, 0.265, -0.135], [1.028, 1.000, 0.616], [1.353, -0.668, 0.313], [0.346, 0.758, 0.365], [1.756, -1.412, -2.775], [-0.251, 0.117, 0.793], [-1.915, -0.384, -2.061], [-0.028, 0.082, 1.556], [-2.247, 0.851, 0.072], [1.647, 0.285, 0.496], [0.449, 0.143, -0.065], [-1.320, 0.298, -0.678], [-0.345, 0.036, -0.037], [-0.081, -0.095, -0.346], [-0.404, -0.437, -0.483], [0.569, 0.033, 0.068], [-0.283, 0.122, 0.165], [-0.402, 0.206, 0.299], [-0.151, 0.377, 0.635], [0.743, -0.336, 0.507], [1.010, -0.836, -0.678], [-0.466, 0.426, 0.194]],
  "nbo_charge": [0.04, 0.03, -0.48, -0.49, 0.43, 0.36, -0.19, -0.23, -0.23, -0.02, -0.02, -0.10, -0.19, -0.32, 0.12, -0.02, 0.23, -0.24, -0.79, -0.80, 0.23, 0.23, 0.24, 0.22, 0.20, 0.22, 0.37, 0.40, 0.39, 0.40],
  "smiles": "Nc1cc2nc(N)c(-c3c(Cl)cccc3Cl)cc2cn1",
  "energy_ha": -1678.94499,
  "gap_ev": 7.89,
  "homo_ev": -7.843,
  "e_above_lowest_kcal_mol": 0.0
}

***

No. 3
{
  "formula": "C14H10CrN2O3Se3Te",
  "method": "ωB97M-V with the def2-TZVPD basis set",
  "species": ["Cr", "O", "C", "C", "C", "C", "C", "C", "C", "O", "N", "N", "C", "C", "C", "C", "C", "C", "C", "O", "H", "H", "H", "H", "H", "H", "H", "H", "H", "H", "Se", "Se", "Te", "Se"],
  "xyz": [[0.433336, -0.633005, -1.601459], [1.451792, 3.736131, -1.522992], [1.059715, 3.935577, -0.251941], [1.215977, 5.208358, 0.290323], [0.816438, 5.484324, 1.586345], [0.252117, 4.482474, 2.363453], [0.110041, 3.212415, 1.849530], [0.509183, 2.909762, 0.545218], [0.365543, 1.548071, 0.048012], [0.758550, 1.235042, -1.159844], [-0.134585, 0.631660, 0.853224], [-0.192379, -0.576289, 0.248768], [-0.513468, -1.609167, 0.998874], [-0.690527, -2.934219, 0.522148], [-1.050305, -3.954733, 1.421446], [-1.275511, -5.248455, 1.012408], [-1.158135, -5.579856, -0.337973], [-0.773520, -4.623327, -1.247751], [-0.508065, -3.298435, -0.856833], [-0.092201, -2.460040, -1.751311], [1.285448, 2.786275, -1.734871], [1.660545, 5.973406, -0.329857], [0.946714, 6.481176, 1.991332], [-0.066793, 4.690690, 3.375933], [-0.318753, 2.417262, 2.439631], [-0.658481, -1.413660, 2.064147], [-1.134753, -3.702534, 2.472425], [-1.563480, -6.008123, 1.729011], [-1.353932, -6.592856, -0.671931], [-0.652041, -4.850196, -2.299310], [-1.707429, -0.069331, -2.533569], [-1.795634, 1.040801, -4.475590], [2.029122, -0.928950, -3.716730], [2.745475, -1.290246, -1.320268]],
  "atomic_forces_ev_per_a": [[1.234, -0.447, -0.924], [-0.064, 0.106, 0.263], [-0.050, -0.487, -0.127], [0.015, 0.284, 0.136], [0.065, -0.056, -0.240], [-0.044, 0.132, 0.326], [0.052, -0.012, -0.308], [0.086, 0.719, 0.232], [-0.070, -2.138, -0.768], [-0.059, 1.781, 0.848], [0.120, 1.387, 0.752], [-0.564, -2.009, 1.290], [0.373, 1.910, -0.492], [-0.004, -1.238, -0.494], [0.115, 0.355, -0.093], [-0.219, -0.313, 0.360], [0.156, 0.256, -0.253], [-0.185, -0.516, -0.052], [0.488, 1.298, -0.207], [-0.860, -1.300, 0.460], [0.016, -0.178, -0.044], [0.020, 0.045, -0.081], [0.003, 0.017, -0.026], [-0.016, 0.030, 0.061], [-0.002, -0.076, 0.004], [-0.076, 0.040, -0.133], [-0.074, 0.036, 0.074], [0.019, 0.021, 0.064], [0.004, -0.015, 0.018], [0.018, 0.007, 0.010], [-1.654, 0.207, -0.386], [0.057, 0.166, -0.215], [0.241, 0.179, -0.251], [0.859, -0.190, 0.197]],
  "mulliken_spin": [3.26, 0.00, 0.00, 0.00, 0.00, 0.00, -0.01, 0.02, -0.04, -0.06, 0.00, -0.11, 0.11, 0.00, 0.01, 0.00, 0.02, 0.00, 0.02, -0.03, 0.01, 0.00, 0.00, 0.00, 0.00, 0.01, 0.00, 0.00, 0.00, 0.00, 0.37, 0.59, -0.10, -0.06],
  "multiplicity": 5,
  "energy_ha": -9391.68642,
  "gap_ev": [4.90, 4.82],
  "homo_ev": [-0.182, -0.246],
  "charge": -2,
  "e_above_lowest_kcal_mol": 0.0
}

***

No. 4
{
  "formula": "C14H10F3N3O3Re",
  "method": "ωB97M-V with the def2-TZVPD basis set",
  "species": ["Re", "O", "C", "N", "C", "C", "C", "C", "C", "C", "N", "C", "C", "C", "C", "C", "N", "H", "H", "H", "H", "H", "H", "H", "H", "H", "H", "F", "C", "F", "F", "C", "O", "O"],
  "xyz": [[-0.260585, 0.115502, 0.514156], [2.638783, 1.168572, -2.009590], [1.673943, 1.169197, -1.319595], [1.195293, -0.003722, -0.619756], [1.697519, -1.311799, -1.045006], [0.490292, -2.207932, -1.044372], [0.424422, -3.476453, -1.580567], [-0.773613, -4.173520, -1.510375], [-1.882573, -3.593778, -0.901749], [-1.762859, -2.329659, -0.377530], [-0.597195, -1.650005, -0.445759], [0.727142, 2.305425, -1.109896], [0.942404, 3.563356, -1.617082], [-0.029220, 4.536845, -1.378960], [-1.160171, 4.212606, -0.647158], [-1.310422, 2.924137, -0.163554], [-0.383748, 1.982667, -0.397256], [2.439437, -1.672803, -0.324190], [2.187758, -1.237526, -2.015939], [1.295068, -3.907353, -2.055257], [-0.845612, -5.165246, -1.937147], [-2.825847, -4.115659, -0.834301], [-2.589182, -1.830757, 0.114264], [1.841896, 3.767100, -2.182396], [0.101164, 5.539592, -1.764037], [-1.925490, 4.948037, -0.443599], [-2.173142, 2.629788, 0.420732], [1.518827, -0.191214, 4.689829], [0.223171, -0.372951, 4.476310], [-0.133875, -1.586980, 4.858682], [-0.476920, 0.538612, 5.119785], [-0.023182, -0.239638, 2.958605], [-0.581385, 0.786496, 2.436966], [0.337889, -1.120938, 2.135754]],
  "atomic_forces_ev_per_a": [[-0.376, 0.089, 0.299], [-0.015, 0.012, 0.002], [-0.089, -0.131, 0.189], [0.409, 0.170, -0.478], [-0.044, -0.142, 0.165], [0.025, -0.039, -0.004], [0.035, 0.113, 0.054], [-0.005, 0.000, -0.005], [0.001, 0.038, 0.029], [-0.015, -0.047, -0.028], [0.038, -0.158, -0.025], [-0.007, 0.209, -0.040], [-0.057, -0.164, 0.076], [0.002, 0.007, -0.007], [-0.031, -0.024, 0.027], [-0.057, 0.058, -0.013], [0.219, -0.004, 0.030], [0.011, -0.010, -0.077], [-0.058, -0.019, -0.018], [0.013, -0.001, 0.004], [-0.003, -0.004, 0.004], [-0.008, 0.004, 0.000], [-0.015, -0.018, -0.017], [0.005, -0.010, 0.004], [0.003, 0.003, 0.000], [-0.006, -0.007, 0.000], [0.000, 0.027, -0.002], [0.035, 0.012, -0.033], [-0.015, -0.035, 0.149], [0.000, 0.019, -0.034], [-0.018, 0.002, -0.027], [0.067, -0.167, -0.175], [-0.063, 0.220, -0.060], [0.019, -0.004, 0.011]],
  "mulliken_spin": [0.99, -0.01, 0.02, -0.01, 0.02, 0.02, -0.01, 0.03, -0.01, 0.03, -0.02, 0.01, 0.00, 0.01, 0.00, 0.00, -0.02, -0.01, 0.00, 0.00, 0.00, 0.00, 0.00, 0.00, 0.00, 0.00, 0.00, 0.00, 0.01, 0.00, 0.00, 0.00, -0.03, -0.01],
  "multiplicity": 2,
  "energy_ha": -1306.80493,
  "gap_ev": [7.54, 7.52],
  "homo_ev": [-16.870, -16.783],
  "charge": 2,
  "e_above_lowest_kcal_mol": 0.0
}

***

No. 5
{
  "formula": "C14H10N2O3S",
  "method": "ωB97M-V with the def2-TZVPD basis set",
  "species": ["O", "O", "N", "O", "S", "C", "C", "C", "C", "C", "C", "C", "C", "C", "C", "C", "C", "C", "N", "C", "H", "H", "H", "H", "H", "H", "H", "H", "H", "H"],
  "xyz": [[1.672944, 2.463235, -1.663301], [1.023246, -2.101735, -1.923417], [4.413338, 0.750977, 0.400008], [-0.782835, -0.674987, 0.917250], [3.230718, -1.680391, 0.524314], [2.558755, 2.024866, -1.037689], [0.666489, -2.033446, -0.739344], [3.273820, 0.070244, 0.054484], [4.544235, 2.131398, 0.396433], [3.617024, 2.794161, -0.262042], [-0.539416, -1.302113, -0.294697], [-1.672803, -1.273625, -1.072321], [-4.225847, 0.707088, 1.524852], [-4.692296, 0.269812, 0.311345], [-2.892732, 0.355828, 1.741577], [-4.022934, -0.438155, -0.658781], [-2.118520, -0.336674, 0.809562], [-2.728193, -0.700725, -0.348379], [2.453163, 0.622310, -0.821066], [1.612122, -2.566310, 0.353082], [5.351987, 2.758728, 0.750598], [3.785695, 3.901739, -0.378679], [-1.731834, -1.667098, -2.027311], [-4.760673, 1.380631, 2.220989], [-5.721079, 0.442642, 0.028415], [-2.497766, 0.725604, 2.655162], [-4.437415, -0.720617, -1.695762], [1.715356, 0.203178, -1.258481], [1.109553, -2.577228, 1.300103], [1.795897, -3.529335, 0.193096]],
  "atomic_forces_ev_per_a": [[-2.414, 2.356, -2.635], [-1.327, 0.001, 1.916], [-1.470, -2.755, 2.111], [-0.614, -0.615, -0.569], [0.678, 0.167, 0.148], [1.594, -0.040, 2.839], [2.155, 0.735, -0.518], [4.106, 1.275, 0.178], [-1.073, -2.056, -1.406], [-1.508, 1.551, -2.220], [-1.527, -0.069, -1.671], [1.726, -0.489, 0.678], [1.962, -0.321, -0.199], [-3.314, -0.113, -1.797], [0.318, 0.813, 1.222], [-1.069, 0.163, -1.101], [-0.945, 1.346, 2.742], [2.077, -0.858, -1.223], [2.489, 2.098, 1.866], [-1.575, 4.618, 0.262], [0.601, -1.121, 0.662], [-1.027, -1.293, -0.131], [0.056, -0.758, -1.690], [0.258, -0.834, -0.574], [-0.302, 0.428, 0.273], [0.810, 0.032, 0.669], [0.460, 0.537, 2.046], [-2.330, -1.390, -1.309], [-0.248, 0.549, 0.674], [1.453, -3.956, -1.241]],
  "nbo_charge": [-0.58, -0.52, -0.56, -0.42, 0.28, 0.65, 0.52, 0.35, 0.05, -0.37, 0.13, -0.16, -0.21, -0.21, -0.24, -0.19, 0.34, -0.16, -0.60, -0.59, 0.21, 0.23, 0.23, 0.24, 0.21, 0.22, 0.23, 0.42, 0.23, 0.24],
  "smiles": "O=C(CSc1nccc(=O)[nH]1)c1cc2ccccc2o1",
  "energy_ha": -1272.81119,
  "gap_ev": 7.55,
  "homo_ev": -8.406,
  "e_above_lowest_kcal_mol": 86.6
}

***

No. 6
{
  "formula": "C14H11BrF3N5O5",
  "method": "ωB97M-V with the def2-TZVPD basis set",
  "species": ["C", "C", "N", "N", "C", "O", "C", "C", "C", "C", "O", "C", "N", "N", "C", "C", "C", "H", "Br", "N", "O", "O", "H", "H", "H", "H", "C", "O", "H", "C", "H", "H", "C", "F", "F", "F", "H", "H", "H"],
  "xyz": [[-0.647108, 4.025134, 0.693446], [0.460251, 3.194852, 0.548971], [0.513984, 2.005947, -0.027843], [1.794151, 1.617368, 0.136700], [2.107450, 0.627057, -0.434230], [3.523870, 0.310272, -0.503828], [1.394192, -0.380402, -0.874967], [1.449224, -1.425459, -1.892098], [0.216677, -1.935148, -2.184901], [-0.720180, -1.189175, -1.514139], [0.099129, -0.190736, -1.067684], [-2.125267, -1.066448, -1.617229], [-2.833529, -2.324582, -0.824653], [-2.968689, -2.520884, 0.271501], [-3.466720, -3.625466, 0.534304], [-3.144307, -4.514272, -0.495094], [-2.846276, -3.636433, -1.377928], [-2.504465, -3.776842, -2.483601], [-3.694281, -6.374669, -0.978206], [-3.727384, -4.178394, 1.879989], [-3.952420, -3.186967, 2.693283], [-3.907515, -5.317455, 1.994559], [-2.407293, -0.422674, -0.928831], [-2.414145, -1.138082, -2.457189], [-0.059636, -2.796745, -2.956808], [2.411415, -1.967726, -2.133468], [2.713536, 2.610710, 0.942721], [3.939995, 2.808209, -0.134654], [4.412225, 2.001389, -0.168033], [1.923074, 3.751250, 1.074543], [1.920578, 4.140882, 1.927485], [2.194840, 4.739601, 0.350991], [3.209091, 1.917788, 2.125177], [3.938996, 0.958454, 2.157709], [3.831009, 2.896786, 2.982081], [2.195076, 1.482080, 2.677783], [-1.010705, 4.414448, 1.616468], [-1.321912, 3.407339, 0.333087], [-0.496930, 5.058993, 0.114585]],
  "atomic_forces_ev_per_a": [[0.605, 5.393, -0.753], [4.940, -1.626, 0.709], [-1.205, 5.400, 2.866], [-1.951, 8.149, 4.827], [15.352, -6.715, -2.295], [-5.848, 0.837, 0.336], [-5.356, -7.059, -8.209], [6.087, -1.585, 1.852], [-2.002, -3.238, -2.548], [5.912, 1.040, -1.527], [-6.864, 2.519, 4.897], [2.991, -4.125, 11.396], [4.522, -0.869, -17.509], [-2.851, 5.376, 17.185], [0.109, -6.472, 4.193], [-2.982, -4.011, 0.488], [3.014, 2.974, -9.641], [-1.034, 0.211, 2.126], [0.834, 2.110, 0.721], [-1.139, 8.331, 0.302], [0.754, -3.733, -1.048], [-0.137, -2.952, 1.171], [-1.888, 4.324, 2.102], [-4.626, -0.375, -11.072], [1.012, 1.849, 2.049], [-1.242, 0.891, 0.025], [5.325, -2.926, -8.228], [-3.710, 2.974, 3.187], [0.366, -2.192, -0.049], [-3.145, 1.146, -9.053], [-0.450, 2.961, 7.403], [-0.384, -3.093, 1.518], [1.073, 5.662, 1.724], [6.464, -5.070, -1.905], [-0.907, -0.531, -1.079], [-7.177, -0.968, 4.156], [0.455, -0.336, 1.319], [-4.497, -1.905, -2.220], [-0.421, -2.365, 0.583]],
  "nbo_charge": [-0.69, 0.32, -0.21, -0.21, 0.54, -0.74, 0.20, -0.18, -0.28, 0.25, -0.37, -0.19, -0.04, -0.16, 0.09, -0.11, -0.15, 0.22, 0.09, 0.53, -0.43, -0.30, 0.24, 0.20, 0.23, 0.24, 0.33, -0.71, 0.50, -0.49, 0.23, 0.27, 0.94, -0.24, -0.38, -0.29, 0.26, 0.24, 0.24],
  "energy_ha": -4063.01192,
  "gap_ev": 8.07,
  "homo_ev": -9.044,
  "e_above_lowest_kcal_mol": 355.1
}